Formula: C6H12O
Source: the OMol25 dataset
Level of theory: wB97M-V/def2-TZVPD

Computed properties:
ΔE to the lowest compared entry with this formula, charge and spin	82.6	kcal/mol
lowest unoccupied orbital energy	1.17	eV
HOMO	-9.552	eV
structure (SMILES)	CCOC1C=C1.C
HOMO-LUMO gap	0.394	hartree

ORCA input file:
```
! RIJCOSX wB97M-V def2-TZVPD def2/J DEFGRID3
* xyz 0 1
C 2.521 0.757 0.061
C 1.544 -0.359 -0.237
O 0.582 -0.393 0.799
C -0.327 -1.441 0.604
C -1.693 -1.419 1.193
C -1.629 -1.299 -0.092
H 3.000 0.586 1.030
H 1.993 1.715 0.102
H 3.292 0.808 -0.714
H 2.069 -1.329 -0.296
H 1.052 -0.201 -1.211
H 0.181 -2.403 0.477
H -2.325 -1.692 2.026
H -2.145 -1.364 -1.033
C -1.630 1.620 -0.548
H -1.544 0.828 0.157
H -0.835 1.541 -1.309
H -2.603 1.567 -1.050
H -1.529 2.557 -0.002
*
```



Formula: C3H2FeO3
Source: the OMol25 dataset
Level of theory: wB97M-V/def2-TZVPD

Computed properties:
ΔE to the lowest compared entry with this formula, charge and spin	0.0	kcal/mol
lowest unoccupied orbital energy (alpha / beta)	-15.90 / -18.56	eV
HOMO (alpha / beta)	-26.428 / -27.307	eV
expectation value of S²	8.76
HOMO-LUMO gap (alpha / beta)	0.387 / 0.321	hartree

ORCA input file:
```
! RIJCOSX wB97M-V def2-TZVPD def2/J DEFGRID3
* xyz 3 6
H -1.952 0.634 1.187
C -1.236 0.530 0.354
C -1.286 -0.538 -0.448
O 0.023 -0.912 -0.718
C 0.805 -0.051 -0.119
O 0.100 0.785 0.609
O 2.029 -0.084 -0.178
Fe 3.581 0.617 0.367
H -2.066 -0.982 -1.055
*
```



Formula: C32H28BrCl2MoN4O5S
Source: the OMol25 dataset
Level of theory: wB97M-V/def2-TZVPD

Computed properties:
ΔE to the lowest compared entry with this formula, charge and spin	30.4	kcal/mol
lowest unoccupied orbital energy (alpha / beta)	-4.36 / -4.23	eV
HOMO (alpha / beta)	-10.458 / -10.461	eV
expectation value of S²	2.01
HOMO-LUMO gap (alpha / beta)	0.224 / 0.229	hartree

ORCA input file:
```
! RIJCOSX wB97M-V def2-TZVPD def2/J DEFGRID3
* xyz 1 3
Mo -0.020 0.436 1.846
Br 3.008 2.717 1.174
C 1.315 3.483 1.399
C 1.223 4.862 1.261
C 0.027 5.490 1.539
C -1.042 4.731 1.992
C -0.873 3.374 2.095
N 0.270 2.726 1.762
C -1.941 2.507 2.703
O -2.997 2.928 3.074
O -1.532 1.252 2.798
H 2.096 5.416 0.952
H -0.060 6.563 1.435
H -1.991 5.158 2.284
C -3.507 -4.129 2.486
C -3.451 -3.895 0.984
N -3.205 -2.483 0.627
C -4.358 -1.682 0.182
C -5.101 -1.037 1.340
C -1.995 -1.982 0.760
S -1.750 -0.301 0.356
N -0.999 -2.839 1.079
C 0.032 -2.507 1.782
O 0.084 -1.395 2.498
C 1.203 -3.386 1.853
C 1.236 -4.553 1.084
C 2.363 -5.351 1.096
C 3.460 -4.991 1.871
C 3.430 -3.836 2.639
C 2.303 -3.032 2.633
H -3.631 -5.195 2.678
H -4.342 -3.603 2.946
H -2.584 -3.807 2.967
H -4.394 -4.167 0.514
H -2.662 -4.494 0.533
H -5.002 -2.359 -0.378
H -4.007 -0.927 -0.518
H -5.501 -1.783 2.025
H -5.937 -0.454 0.953
H -4.445 -0.365 1.893
H 0.376 -4.817 0.484
H 2.391 -6.254 0.502
H 4.343 -5.616 1.875
H 4.285 -3.560 3.241
H 2.275 -2.132 3.231
Cl 3.506 2.858 -2.494
C 1.978 3.638 -2.269
C 1.936 5.021 -2.339
C 0.758 5.704 -2.088
C -0.377 4.994 -1.732
C -0.328 3.614 -1.687
Cl -1.761 2.747 -1.193
C 0.826 2.880 -1.998
N 0.814 1.493 -1.975
C 1.383 0.692 -3.008
C 1.519 1.161 -4.306
C 2.113 0.365 -5.272
C 2.554 -0.908 -4.949
C 2.387 -1.386 -3.657
C 1.801 -0.597 -2.677
C 1.563 -1.140 -1.288
C 2.271 -0.376 -0.187
O 3.444 -0.354 0.003
O 1.427 0.286 0.671
H 2.846 5.553 -2.584
H 0.728 6.783 -2.154
H -1.307 5.496 -1.503
H -0.048 1.116 -1.605
H 1.177 2.159 -4.552
H 2.229 0.742 -6.280
H 3.022 -1.531 -5.699
H 2.720 -2.384 -3.402
H 1.933 -2.167 -1.240
H 0.496 -1.164 -1.063
*
```